Entry from the Open Molecules 2025 dataset: a structure of composition C40H39BrN7O5SSn at a distorted geometry (wB97M-V/def2-TZVPD).

Cartesian coordinates (Å):
Sn: -0.48 -1.02 -0.62
Br: 9.03 -1.94 8.59
C: 7.73 -1.81 7.22
C: 6.51 -1.23 7.49
C: 5.56 -1.15 6.48
C: 5.85 -1.64 5.22
C: 7.09 -2.22 4.95
C: 8.03 -2.31 5.95
N: 4.81 -1.51 4.26
N: 5.07 -1.92 3.12
C: 4.03 -1.88 2.17
C: 4.30 -2.61 1.03
C: 3.38 -2.77 -0.02
C: 2.15 -2.15 0.06
O: 1.20 -2.29 -0.84
C: 1.88 -1.33 1.21
N: 0.65 -0.73 1.22
C: 0.23 -0.07 2.28
C: 1.06 0.10 3.39
C: 2.33 -0.43 3.38
C: 2.77 -1.20 2.29
H: 6.29 -0.85 8.48
H: 4.59 -0.72 6.67
H: 7.30 -2.60 3.96
H: 9.00 -2.75 5.76
H: 5.26 -3.11 0.97
H: 3.61 -3.38 -0.88
H: -0.78 0.31 2.24
H: 0.70 0.66 4.24
H: 2.99 -0.29 4.22
O: 0.60 0.42 -4.32
C: 0.01 0.06 -3.33
O: 0.48 0.09 -2.12
C: -1.43 -0.41 -3.40
C: -2.16 -0.34 -4.58
C: -3.50 -0.69 -4.53
C: -4.06 -1.07 -3.32
C: -3.26 -1.12 -2.20
N: -1.97 -0.81 -2.25
H: -1.66 -0.02 -5.48
H: -4.10 -0.65 -5.43
H: -5.11 -1.32 -3.25
H: -3.66 -1.41 -1.23
O: -3.35 -2.75 1.69
C: -2.49 -2.54 0.88
O: -1.76 -1.45 0.84
C: -2.11 -3.55 -0.19
C: -2.82 -4.76 -0.27
C: -2.48 -5.63 -1.26
C: -1.43 -5.31 -2.15
C: -1.03 -6.19 -3.18
C: 0.00 -5.85 -4.02
C: 0.67 -4.62 -3.85
C: 0.31 -3.75 -2.86
C: -0.76 -4.08 -1.99
N: -1.14 -3.20 -1.00
H: -3.61 -4.95 0.44
H: -3.00 -6.57 -1.38
H: -1.54 -7.13 -3.30
H: 0.30 -6.52 -4.81
H: 1.49 -4.36 -4.51
H: 0.85 -2.82 -2.71
C: -4.48 5.28 -3.89
C: -3.06 4.85 -3.52
C: -2.96 3.35 -3.26
C: -1.53 2.87 -3.04
N: -0.93 3.44 -1.84
C: -0.99 2.93 -0.60
S: -1.86 1.49 -0.26
N: -0.47 3.69 0.36
C: -0.61 3.52 1.80
C: -0.88 4.86 2.48
C: -2.32 5.38 2.34
C: -2.78 5.65 0.91
H: -4.54 6.36 -4.04
H: -5.18 5.01 -3.10
H: -4.80 4.80 -4.81
H: -2.74 5.40 -2.62
H: -2.37 5.13 -4.32
H: -3.37 2.81 -4.12
H: -3.56 3.08 -2.39
H: -0.89 3.15 -3.88
H: -1.51 1.79 -2.94
H: -0.47 4.32 -1.96
H: 0.00 4.53 0.08
H: 0.30 3.08 2.21
H: -1.44 2.84 1.98
H: -0.18 5.61 2.09
H: -0.65 4.75 3.54
H: -2.40 6.30 2.92
H: -3.00 4.65 2.80
H: -2.08 6.30 0.38
H: -3.75 6.15 0.91
H: -2.89 4.73 0.33

Values from the calculation:
Gap between HOMO and LUMO = 6.7 eV
HOMO = -9.912 eV
LUMO level = -3.194 eV
Energy = -149488.181 eV
ΔE to the lowest compared entry with this formula, charge and spin = 6.2 kcal per mole
Total charge = +1
F_max = 1.53 eV Å⁻¹